Below is a structure of composition C20H45N2OP3RuS, with properties calculated with ωB97M-V/def2-TZVPD.

XYZ file:
```
73
Properties=species:S:1:pos:R:3:mulliken_spin:R:1
Ru 0.16 -0.11 0.06 2.399
P 1.63 1.06 1.34 -0.023
P -0.96 1.85 -0.48 -0.043
P 1.89 -0.44 -1.48 -0.174
H -1.52 -2.48 0.11 0.004
C -0.44 -2.41 -0.11 0.150
C 0.50 -2.18 0.93 0.143
H 0.18 -2.15 1.97 -0.005
C 1.15 1.70 3.01 0.008
C 2.37 2.64 0.74 0.033
C 3.07 0.03 1.81 0.053
C -2.73 1.60 -0.95 0.048
C -1.07 3.16 0.80 0.037
C -0.29 2.61 -2.00 0.060
C 2.91 -1.94 -1.14 0.019
C 3.21 0.80 -1.81 0.026
C 1.44 -0.76 -3.23 0.061
H -0.12 -3.01 -0.98 0.007
H 1.53 -2.52 0.79 -0.012
H 1.14 0.89 3.77 0.000
H 0.14 2.13 2.98 -0.004
H 1.85 2.47 3.34 0.000
H 1.61 3.35 0.40 -0.005
H 3.08 2.51 -0.08 0.002
H 2.92 3.09 1.58 0.002
H 2.72 -0.99 2.00 -0.015
H 3.53 0.42 2.73 0.003
H 3.83 -0.01 1.02 0.016
H -2.86 2.06 -1.95 0.005
H -3.43 2.05 -0.24 0.008
H -2.93 0.52 -1.05 -0.002
H -1.36 4.11 0.33 0.001
H -0.12 3.30 1.32 -0.002
H -1.83 2.88 1.54 0.004
H -1.00 3.38 -2.35 0.005
H -0.21 1.85 -2.78 -0.009
H 0.69 3.07 -1.84 0.004
H 3.74 -1.97 -1.85 -0.002
H 2.31 -2.85 -1.27 0.000
H 3.33 -1.93 -0.12 0.001
H 3.82 0.45 -2.66 -0.001
H 3.88 0.93 -0.96 0.003
H 2.76 1.76 -2.09 -0.004
H 2.25 -1.35 -3.68 -0.001
H 1.34 0.18 -3.79 0.002
H 0.50 -1.31 -3.31 -0.018
C -2.07 -1.45 -3.31 -0.078
C -3.12 -0.85 -4.02 0.293
C -3.42 -1.30 -5.30 0.245
C -2.71 -2.38 -5.85 -0.002
C -1.78 -3.07 -5.07 0.216
C -1.49 -2.64 -3.77 0.228
O -1.53 -0.70 -2.30 -0.002
H -0.93 -1.17 -1.60 0.045
H -3.64 -0.01 -3.57 0.029
H -4.20 -0.82 -5.89 0.000
H -2.86 -2.66 -6.89 0.005
H -1.27 -3.95 -5.47 -0.002
H -0.77 -3.16 -3.14 0.054
C -2.09 0.55 5.70 0.001
N -1.73 0.75 4.29 0.000
C -1.30 -0.24 3.47 0.001
S -1.69 -0.14 1.78 0.177
N -0.69 -1.31 4.02 0.002
C 0.30 -1.21 5.10 0.002
H -2.01 -0.51 5.96 0.000
H -3.12 0.88 5.86 0.000
H -1.41 1.14 6.34 -0.001
H -2.21 1.52 3.82 0.002
H -0.56 -2.09 3.38 -0.003
H 0.10 -2.00 5.83 0.001
H 1.31 -1.36 4.70 0.000
H 0.25 -0.24 5.61 0.000
```

As for the gap between HOMO and LUMO (alpha / beta): 7.32 / 5.14 eV. Its net charge is +4. The lowest unoccupied orbital energy (alpha / beta) comes out at -12.47 / -15.28 eV. As for the spin multiplicity: 5. As for the molar mass: 555.65 g mol⁻¹. Its expectation value of S² is 6.034. The value obtained for the energy is -2489.3312 hartree.